{
  "formula": "C8H14",
  "method": "wB97M-V/def2-TZVPD",
  "elements": ["C", "C", "C", "C", "C", "C", "C", "C", "H", "H", "H", "H", "H", "H", "H", "H", "H", "H", "H", "H", "H", "H"],
  "coordinates": [[0.79114, -0.63928, 2.17513], [-0.51601, 0.02197, 1.83602], [-0.84831, -0.19174, 0.34404], [-2.06948, -0.75147, 0.07133], [0.95066, 0.83004, -1.09396], [0.31800, -0.29614, -0.60430], [0.27115, -1.36529, -1.62670], [0.55039, 2.32366, -1.04646], [1.54369, -0.10584, 2.62777], [0.56220, -1.57715, 2.67747], [1.30336, -0.98304, 1.25851], [-1.38817, -0.48418, 2.38243], [-0.47537, 1.14969, 1.86947], [-2.95631, -0.94458, 0.74001], [-2.26848, -0.85665, -0.97218], [1.70755, 0.81902, -1.88391], [-0.39348, -1.20066, -2.45273], [0.29548, -2.38540, -1.19033], [1.18469, -1.27589, -2.20332], [0.86710, 2.73294, -0.12514], [1.13469, 2.87481, -1.67117], [-0.56450, 2.30516, -1.11197]],
  "forces_ev_per_a": [[-0.7, -2.4, -1.6], [-1.2, 1.0, -1.3], [-1.2, -2.7, 1.5], [0.8, 1.3, -0.1], [-0.5, 0.5, -0.1], [-1.2, 4.1, -2.3], [2.2, -1.9, 0.3], [-1.9, -3.4, 2.8], [1.3, 1.5, 1.7], [0.3, 0.1, 0.5], [-0.3, 0.1, 0.2], [1.3, 1.5, -0.4], [-0.2, -1.0, 0.9], [1.5, 0.5, -0.4], [-0.4, -0.6, -0.6], [-0.1, -1.3, 0.2], [-1.3, -0.1, 0.2], [-0.6, 0.4, -0.5], [0.7, -0.2, 0.0], [-0.2, 0.6, 1.6], [0.9, 1.3, -2.6], [0.9, 0.8, -0.3]],
  "mulliken_charge": [-1.110, -0.378, 0.482, -1.072, -0.410, 0.874, -1.710, -1.298, 0.360, 0.309, 0.264, 0.322, 0.227, 0.271, 0.269, 0.332, 0.386, 0.310, 0.501, 0.327, 0.454, 0.291],
  "gap_ev": 9.3436,
  "homo_energy_ev": -8.41,
  "largest_force_ev_per_a": 4.8,
  "smiles": "C=C(CC)/C(C)=C\\C",
  "e_above_lowest_kj_mol": 329.3
}


{
  "formula": "C8H14",
  "method": "wB97M-V/def2-TZVPD",
  "elements": ["C", "C", "C", "C", "C", "C", "C", "C", "H", "H", "H", "H", "H", "H", "H", "H", "H", "H", "H", "H", "H", "H"],
  "coordinates": [[-2.83692, -0.12462, 0.63751], [-2.04249, -0.78458, -0.46743], [-0.54049, -0.72001, -0.21555], [0.06601, 0.65796, 0.02311], [-0.37851, 1.75230, -0.60689], [1.50303, 0.70875, 0.56894], [2.31338, -0.55304, 0.38339], [3.45863, -0.63744, -0.28550], [-3.87692, -0.40422, 0.78375], [-2.31074, -0.28162, 1.59792], [-2.70725, 0.96034, 0.58589], [-2.37366, -1.81093, -0.65284], [-2.22517, -0.19636, -1.37592], [-0.14926, -1.26393, 0.66109], [0.06576, -1.27494, -0.95128], [0.13543, 2.65900, -0.89003], [-1.12963, 1.48781, -1.37379], [1.38848, 0.85838, 1.65294], [1.94642, 1.58625, 0.09842], [1.89536, -1.38217, 0.94748], [3.70027, 0.27118, -0.84376], [4.09829, -1.50813, -0.27743]],
  "forces_ev_per_a": [[1.0, 0.7, 1.6], [0.1, 0.2, -0.4], [1.1, -0.2, 1.3], [1.4, 0.6, -2.0], [-0.8, -1.7, -1.8], [-1.0, -0.3, 0.4], [-0.2, 0.1, 0.4], [-0.8, 0.8, 0.1], [0.0, 0.0, -0.4], [-0.4, -0.5, -0.1], [-0.6, 0.0, -0.4], [0.2, 0.1, 0.0], [-0.1, -0.5, -0.1], [-1.2, -0.3, 0.3], [-0.3, 0.6, -0.5], [0.3, 0.1, 0.9], [-0.4, 0.7, 0.8], [0.4, 0.2, -0.1], [0.4, -0.1, 0.3], [0.4, -0.2, 0.0], [0.6, -0.4, 0.1], [-0.1, 0.0, -0.2]],
  "mulliken_charge": [-1.058, -0.688, -0.663, 0.878, -1.151, -0.865, -0.106, -0.806, 0.343, 0.272, 0.295, 0.383, 0.311, 0.368, 0.456, 0.386, 0.189, 0.235, 0.389, 0.312, 0.223, 0.296],
  "gap_ev": 10.1045,
  "homo_energy_ev": -9.06,
  "largest_force_ev_per_a": 2.6,
  "smiles": "C=CCC(=C)CCC",
  "e_above_lowest_kj_mol": 212.6
}


{
  "formula": "C8H14",
  "method": "wB97M-V/def2-TZVPD",
  "elements": ["C", "C", "C", "C", "C", "C", "C", "C", "H", "H", "H", "H", "H", "H", "H", "H", "H", "H", "H", "H", "H", "H"],
  "coordinates": [[2.46414, 0.60671, 0.34507], [1.44488, 0.83320, -0.78710], [0.27282, -0.15516, -0.67203], [0.38153, -1.23836, -1.45207], [-2.02529, -0.23243, 0.30217], [-0.79088, 0.33586, 0.23044], [-0.47019, 1.31154, 1.33228], [-2.29499, -1.65341, -0.05828], [3.40026, 0.19315, -0.02204], [2.06094, 0.01749, 1.15682], [2.78763, 1.60056, 0.67031], [1.94877, 0.83631, -1.75225], [0.98176, 1.81843, -0.72387], [1.02311, -1.26258, -2.31940], [-0.20454, -2.11580, -1.23866], [-2.84210, 0.47054, 0.42699], [0.23700, 2.09918, 1.06613], [-1.36324, 1.80291, 1.72408], [-0.03149, 0.80660, 2.19156], [-1.56945, -2.27113, 0.47807], [-2.11788, -1.82895, -1.12606], [-3.29280, -1.97466, 0.22783]],
  "forces_ev_per_a": [[0.4, 1.2, -0.7], [-0.9, 0.3, 0.0], [1.6, 0.6, -0.4], [-1.0, -0.4, 0.6], [0.5, 0.4, -1.1], [-0.3, -1.5, 1.0], [0.1, 1.3, -0.4], [0.1, 0.2, -0.3], [-0.2, -0.6, -0.1], [0.1, 0.0, 0.2], [-0.2, -0.1, 0.6], [-0.2, -0.5, -0.1], [0.4, 0.2, 0.1], [0.5, -0.1, 0.3], [-0.1, -0.1, -0.5], [-0.2, -0.3, 1.1], [-0.1, 0.0, 0.0], [-0.1, -0.1, -0.2], [0.0, -0.3, -0.1], [-0.1, -0.1, -0.1], [-0.3, -0.1, 0.0], [-0.1, 0.1, -0.1]],
  "mulliken_charge": [-1.051, -1.084, 0.921, -1.006, -0.142, 0.577, -1.507, -1.447, 0.349, 0.328, 0.266, 0.486, 0.377, 0.264, 0.309, 0.349, 0.274, 0.434, 0.253, 0.350, 0.341, 0.358],
  "gap_ev": 8.8888,
  "homo_energy_ev": -8.01,
  "largest_force_ev_per_a": 1.8,
  "smiles": "C=C(CC)/C(C)=C\\C",
  "e_above_lowest_kj_mol": 222.1
}


{
  "formula": "C8H14BrFInO5",
  "method": "wB97M-V/def2-TZVPD",
  "elements": ["C", "C", "O", "C", "In", "C", "C", "O", "Br", "H", "H", "H", "H", "H", "H", "H", "H", "H", "H", "H", "C", "C", "O", "C", "O", "O", "F", "H", "H", "H"],
  "coordinates": [[0.20797, -1.09070, 2.34146], [-0.49751, -0.02539, 1.44248], [-1.84764, -0.38573, 1.30856], [-2.29653, -0.48937, -0.07044], [-2.00511, -2.49219, -1.06644], [-0.35759, -3.75364, -0.18869], [1.01906, -3.54460, -0.76681], [1.68833, -4.44617, -1.05825], [1.77411, -1.75292, -1.08058], [-0.49560, -1.91486, 2.47556], [0.38161, -0.66781, 3.33717], [1.12256, -1.45225, 1.86718], [0.02610, 0.07631, 0.49010], [-0.41539, 0.94813, 1.96102], [-1.82619, 0.28237, -0.70067], [-3.37873, -0.30876, -0.03433], [-3.51716, -3.47498, -0.95685], [-1.70692, -2.16049, -2.81715], [-0.58625, -4.80418, -0.38530], [-0.26369, -3.66413, 0.90105], [0.56157, 3.71385, -0.09168], [1.47344, 4.36947, -1.09560], [2.51064, 3.42173, -1.24110], [1.94989, 2.19296, -0.98916], [2.44589, 1.15806, -1.27182], [0.74474, 2.33106, -0.38127], [1.99833, 5.52756, -0.61319], [0.86774, 3.91492, 0.93679], [-0.47990, 4.00376, -0.21354], [1.01346, 4.55824, -2.06761]],
  "forces_ev_per_a": [[-0.5, 0.6, -0.2], [0.4, -0.6, 1.0], [-0.1, 0.5, -0.5], [0.0, -0.5, 0.0], [-0.3, 0.2, -0.3], [0.3, 0.9, -0.1], [-2.5, 0.3, 1.2], [2.4, -2.1, -1.3], [-0.3, 0.2, 0.2], [0.1, 0.0, -0.1], [0.3, -0.2, -0.1], [0.0, 0.0, 0.3], [-0.2, -0.2, -0.1], [-0.2, 0.0, -0.2], [-0.1, 0.1, 0.3], [0.2, 0.1, -0.1], [0.2, 0.1, 0.1], [0.1, -0.1, 0.3], [0.1, 0.1, 0.0], [-0.2, 0.4, -0.2], [-0.5, 0.0, 0.2], [0.4, 0.1, 0.3], [-0.5, 0.0, -0.2], [0.1, -0.6, 0.0], [0.1, 0.4, 0.0], [0.3, 0.3, -0.2], [0.0, 0.1, -0.1], [0.2, 0.1, -0.1], [0.0, -0.2, -0.1], [0.0, 0.2, 0.0]],
  "mulliken_charge": [-1.098, 0.527, -0.503, -0.683, 0.740, -0.821, 0.528, -0.518, -0.178, 0.256, 0.345, 0.202, -0.141, 0.182, 0.179, 0.310, -0.383, -0.348, 0.344, 0.138, -0.493, 0.300, -0.343, 0.507, -0.422, -0.177, -0.301, 0.290, 0.282, 0.280],
  "total_charge": -1,
  "gap_ev": 6.5163,
  "homo_energy_ev": -4.04,
  "largest_force_ev_per_a": 3.4,
  "e_above_lowest_kj_mol": 24.2
}